Run A
57
Properties=species:S:1:pos:R:3:nbo_charge:R:1 method="wB97M-V/def2-TZVPD" smiles="COCC(=O)N1CCC(Oc2ccc(C(=O)N3CCCCCC3)cc2)CC1" total_charge=0 orbital_gap_ev=9.3
C 4.48 0.81 -0.78 -0.208
H -4.47 -1.44 0.81 0.241
H -6.30 -0.65 2.11 0.201
C 0.26 0.29 0.52 -0.317
C 5.05 1.59 0.41 -0.416
H 7.10 0.49 2.30 0.203
N 4.56 -0.62 -0.62 -0.434
C 2.13 -0.77 -0.57 -0.149
H 6.55 -0.75 -1.19 0.190
H -4.06 0.85 -1.97 0.200
C 5.88 -1.20 -0.46 -0.232
H 3.43 1.08 -0.93 0.228
H 8.18 0.19 0.95 0.203
O -1.69 0.81 -0.86 -0.531
C -4.56 1.31 -1.11 -0.230
H -3.52 -1.05 -0.63 0.203
C -4.04 -0.63 0.23 -0.227
H 7.09 -1.84 1.19 0.216
H -1.79 1.94 0.87 0.183
H -5.40 1.90 -1.46 0.250
C 1.54 -0.25 0.56 -0.181
H 1.86 -1.20 -2.66 0.221
H -7.06 -3.49 -0.62 0.196
H 6.94 2.41 0.99 0.213
C 1.42 -0.77 -1.77 -0.165
N -5.07 0.26 -0.26 -0.436
H -7.89 -0.61 1.31 0.200
C -6.82 -0.77 1.15 -0.158
C -3.56 2.17 -0.34 -0.419
H -0.41 -0.23 -2.74 0.224
H 5.55 -1.13 1.64 0.206
H 4.75 2.63 0.28 0.214
H 6.97 1.55 -0.53 0.193
H 5.03 1.09 -1.69 0.186
C -0.44 0.30 -0.68 0.388
C -2.44 1.31 0.24 0.099
C -7.32 -2.46 -0.40 -0.252
O -6.57 -2.09 0.73 -0.536
H -8.40 -2.38 -0.20 0.171
C 6.57 1.52 0.48 -0.403
O -7.12 1.18 -0.19 -0.631
H -2.24 -0.51 1.41 0.222
H -7.08 -1.83 -1.27 0.172
H 2.08 -0.26 1.50 0.217
C 7.13 0.30 1.23 -0.397
C 3.48 -1.43 -0.49 0.674
H -3.53 0.59 1.95 0.210
C 6.40 -1.03 0.96 -0.412
H -0.16 0.69 1.43 0.217
C -6.35 0.32 0.17 0.647
H 4.60 1.22 1.33 0.202
C -3.03 0.16 1.07 -0.441
H -3.14 2.92 -1.01 0.223
H -4.07 2.68 0.48 0.215
O 3.58 -2.64 -0.34 -0.620
C 0.15 -0.24 -1.82 -0.277
H 5.77 -2.27 -0.68 0.248

---

Run B
57
Properties=species:S:1:pos:R:3:nbo_charge:R:1 method="wB97M-V/def2-TZVPD" smiles="COCc1ccc(CN2CCC[C@H](CCC(=O)NCc3ccc(C)o3)C2)o1" total_charge=0 orbital_gap_ev=9.0
H 0.69 3.61 1.63 0.222
H -0.95 -0.52 1.64 0.220
C -1.70 -2.42 0.97 -0.371
N -1.38 -1.54 4.18 -0.612
C -1.84 -3.05 2.36 -0.490
C 0.38 1.37 5.04 -0.306
H -2.59 -3.84 2.31 0.237
H -0.58 -1.35 -1.27 0.168
H -1.59 -0.43 -3.68 0.228
C -0.09 1.34 -1.76 -0.263
H 0.83 1.17 5.99 0.225
C 0.27 -0.60 -4.90 -0.304
H -1.08 3.49 1.65 0.221
C -0.56 -0.17 -3.83 -0.309
H -1.34 -0.58 6.05 0.212
H -0.90 -3.49 2.68 0.200
O -1.00 1.28 3.30 -0.415
C 1.50 0.09 -0.42 -0.227
C 2.75 -0.05 -5.48 -0.111
H 1.00 -2.50 0.38 0.197
O -3.48 -1.62 3.38 -0.629
H 1.78 -0.64 -1.20 0.167
H 0.87 -2.16 2.10 0.195
H 2.85 -1.03 -5.97 0.179
H 1.47 0.20 1.72 0.208
H 0.90 0.93 -7.16 0.173
C 1.93 0.86 -7.50 -0.256
H 2.15 0.97 -0.52 0.204
H -0.42 -1.83 4.05 0.393
O 1.45 0.74 -3.57 -0.402
H -1.13 1.67 -1.75 0.218
C 1.69 -0.54 0.95 -0.394
H 1.64 2.97 4.15 0.224
H -2.64 -0.11 4.92 0.255
C 0.20 0.64 -3.05 0.266
H 2.15 1.69 -8.18 0.196
O 2.85 0.98 -6.44 -0.525
N 0.12 0.53 -0.57 -0.440
C -0.15 2.93 1.73 -0.668
H -2.69 -2.04 0.68 0.217
C -0.79 -0.60 -0.48 -0.211
C 0.80 2.32 4.08 -0.324
C -0.69 -1.27 0.89 -0.237
H 2.07 -0.09 -8.03 0.160
H 2.73 -0.86 1.07 0.208
H -1.42 -3.20 0.25 0.201
C -0.07 2.22 3.04 0.301
H 0.56 2.22 -1.68 0.217
C -1.58 -0.36 5.01 -0.276
H -1.80 -0.22 -0.63 0.201
H 0.00 -1.25 -5.70 0.227
C -2.33 -2.00 3.34 0.683
C 0.75 -1.73 1.11 -0.403
C 1.48 -0.02 -4.69 0.232
C -0.73 0.77 4.52 0.249
H 3.60 0.11 -4.81 0.211
H -0.13 2.20 0.92 0.257

---

The least stable of them is run B.

---

Run A
14
Properties=species:S:1:pos:R:3:nbo_charge:R:1 method="wB97M-V/def2-TZVPD" total_charge=-1 orbital_gap_ev=8.1
C -2.12 -0.13 0.03 0.133
N 1.02 -0.86 -0.04 -0.859
H 1.91 0.32 1.52 0.138
C 2.01 -0.13 0.54 0.282
H -0.02 -0.86 0.35 0.450
H -2.56 -1.02 -0.47 0.085
N -1.58 0.71 -1.07 -0.905
H -2.96 0.48 0.42 0.074
H -2.17 1.51 -1.23 0.321
N 3.20 -0.01 0.02 -0.843
H -0.67 1.10 -0.75 0.362
H 3.73 0.67 0.59 0.302
O -1.15 -0.38 0.96 -0.897
H 1.35 -1.40 -0.85 0.359

---

Run B
14
Properties=species:S:1:pos:R:3:nbo_charge:R:1 method="wB97M-V/def2-TZVPD" total_charge=-1 orbital_gap_ev=8.2
H -2.18 -0.61 1.36 0.120
O 1.21 -0.12 0.62 -0.916
H -0.07 -0.57 0.25 0.460
H -4.09 -1.23 0.43 0.310
H 0.66 1.56 -0.38 0.098
H 2.64 0.39 -1.32 0.336
H 3.47 0.91 -0.06 0.329
C 1.51 1.12 0.18 0.116
N 2.72 1.18 -0.69 -0.886
N -3.33 -1.32 -0.23 -0.842
H 1.71 1.85 1.00 0.085
H -0.97 -1.39 -1.16 0.357
C -2.23 -0.92 0.31 0.289
N -1.04 -0.85 -0.31 -0.856

---

The least stable of them is run A.

---

Run A
43
Properties=species:S:1:pos:R:3:nbo_charge:R:1 method="wB97M-V/def2-TZVPD" smiles="COc1ccc([C@@H](C)NC(=O)C2CCCC2)cc1OC" total_charge=0 orbital_gap_ev=8.7
H -3.76 -3.33 -0.66 0.212
H 3.24 4.86 -1.42 0.200
C -2.78 -2.92 -0.46 -0.420
C 0.11 -1.67 -1.76 0.692
O 0.16 4.47 1.66 -0.481
H -0.47 -0.03 2.06 0.195
H -0.60 -1.62 0.16 0.393
H -2.11 -5.00 -0.50 0.215
H -0.83 5.87 2.69 0.201
C -0.26 2.09 1.95 -0.303
H 2.53 3.34 -2.01 0.179
H -0.89 -3.87 0.07 0.200
H -2.30 -0.84 -1.01 0.215
C 2.94 3.85 -1.14 -0.251
H -1.02 2.25 2.70 0.218
H 2.72 -1.28 1.83 0.218
H -1.87 -4.25 -2.78 0.205
H -1.26 -2.01 -3.31 0.238
O 1.03 -1.44 -2.52 -0.637
C -1.71 -4.00 -0.64 -0.412
H 1.07 -1.82 2.13 0.198
C 1.03 0.54 0.64 -0.043
H 2.14 -0.84 -0.57 0.238
C 0.39 3.16 1.37 0.263
H 3.81 3.30 -0.76 0.175
H -0.57 4.36 3.61 0.174
C 1.36 -0.87 0.20 -0.066
H -3.28 -1.70 -2.18 0.219
C -0.82 4.78 2.63 -0.250
H -1.81 4.43 2.33 0.173
O 1.96 4.03 -0.13 -0.480
H 2.43 1.41 -0.71 0.224
H 2.11 -2.73 1.02 0.215
N 0.21 -1.48 -0.43 -0.625
C -1.20 -2.27 -2.25 -0.313
C 1.84 -1.73 1.37 -0.604
C 1.38 2.92 0.40 0.279
C -2.45 -1.81 -1.48 -0.418
C 0.05 0.79 1.59 -0.190
C -1.19 -3.79 -2.06 -0.390
C 1.68 1.62 0.04 -0.285
H -2.79 -2.54 0.56 0.203
H -0.19 -4.21 -2.22 0.223

---

Run B
43
Properties=species:S:1:pos:R:3:nbo_charge:R:1 method="wB97M-V/def2-TZVPD" total_charge=0 orbital_gap_ev=9.0
H -7.81 0.01 0.11 0.230
C -3.99 0.81 -0.01 0.243
H 4.23 1.61 -0.86 0.234
H 4.01 -0.71 -1.42 0.229
H -1.87 -0.17 -1.46 0.106
C 5.20 0.96 1.16 -0.375
O -3.19 -1.43 0.03 -0.506
H 4.80 -2.00 1.18 0.236
H 6.79 -0.53 1.03 0.197
H -2.64 -3.44 -0.04 0.232
C -1.65 0.68 -0.39 0.018
H 4.96 0.71 2.00 0.170
H 0.81 0.86 0.99 0.365
H -4.48 -3.11 1.05 0.206
C 1.79 0.46 -0.62 0.659
H -4.37 -3.12 -0.94 0.208
N 0.80 0.95 -0.15 -0.518
H 3.48 2.13 0.78 0.195
C -4.93 1.80 0.00 -0.230
C -6.70 0.06 0.09 -0.219
C -5.67 -1.03 -0.14 -0.293
C -4.28 -0.59 0.02 0.284
C 5.93 -0.23 0.25 -0.402
H -0.15 1.76 -1.66 0.240
H 6.34 0.27 -0.68 0.234
C -3.68 -2.87 0.05 -0.307
H 2.69 -0.38 1.07 0.190
O 1.89 0.31 -1.90 -0.732
O -2.61 1.20 0.12 -0.518
H -4.58 2.82 0.43 0.240
C -0.38 1.52 -0.59 -0.271
H 5.92 1.74 1.20 0.191
H -7.01 2.30 0.16 0.224
H -0.65 2.41 -0.38 0.205
C 4.95 -1.35 0.35 -0.392
H -1.40 -0.22 0.19 0.151
C 3.02 0.01 0.18 -0.263
H 3.15 -1.77 -0.91 0.215
H -5.94 -1.96 0.13 0.208
C 4.08 1.39 0.19 -0.377
H 5.68 -2.22 -0.33 0.171
C -6.35 1.34 0.27 -0.237
C 3.80 -0.96 -0.53 -0.441

---

The least stable of them is run B.

---

Run A
11
Properties=species:S:1:pos:R:3:nbo_charge:R:1 method="wB97M-V/def2-TZVPD" total_charge=0 orbital_gap_ev=9.4
O 1.14 0.77 0.21 -0.916
H -2.38 1.88 1.39 0.438
N -1.77 -0.55 -0.39 -0.461
H -0.46 1.75 1.14 0.464
O 0.66 -2.10 -0.44 -0.953
H 0.56 -2.40 -1.37 0.484
C -1.64 0.46 0.17 0.460
H 0.05 -1.36 -0.36 0.492
N -1.49 1.48 0.99 -0.894
S 2.28 -0.03 -0.05 1.710
O 3.05 0.11 -1.28 -0.825

---

Run B
11
Properties=species:S:1:pos:R:3:nbo_charge:R:1 method="wB97M-V/def2-TZVPD" smiles="NC(=O)S(N)(=O)=O" total_charge=0 orbital_gap_ev=10.8
O -0.45 -1.15 1.20 -0.970
N -0.40 -1.20 -1.34 -1.100
H -0.47 -2.24 -1.44 0.435
N 1.08 0.84 1.18 -0.795
C 0.45 1.05 0.01 0.489
H -0.32 -0.70 -2.25 0.423
O 0.70 1.87 -0.81 -0.562
H 0.75 0.16 1.78 0.437
H 1.73 1.56 1.42 0.405
O -2.20 0.14 0.21 -0.883
S -0.87 -0.34 0.03 2.121

---

The least stable of them is run A.

---

Run A
12
Properties=species:S:1:pos:R:3:nbo_charge:R:1 method="wB97M-V/def2-TZVPD" smiles="C=[N+](C)C=C=O" total_charge=+1 orbital_gap_ev=9.2
H 1.74 0.75 -0.67 0.240
C 0.82 0.20 -0.97 0.021
C -0.95 -1.34 -0.17 -0.404
H -0.68 -2.03 -0.95 0.246
N -0.04 -0.15 -0.13 -0.180
C 0.42 1.86 0.75 0.765
H 1.02 -0.46 -1.79 0.228
H -0.86 -1.71 0.80 0.239
H -0.14 0.23 1.92 0.278
H -1.96 -0.96 -0.44 0.259
O 0.91 2.90 0.68 -0.303
C -0.27 0.71 0.97 -0.390

---

Run B
12
Properties=species:S:1:pos:R:3:nbo_charge:R:1 method="wB97M-V/def2-TZVPD" total_charge=+1 orbital_gap_ev=8.4
C -0.54 0.19 2.10 -0.313
N -0.06 -0.28 -0.34 -0.028
H 0.52 0.62 2.30 0.217
H 1.11 0.29 -3.16 0.295
H -1.33 1.06 1.96 0.210
H 0.49 -2.22 -1.57 0.291
C 0.41 -1.12 -1.38 -0.009
C 0.69 -0.08 -2.21 -0.193
H 0.08 1.88 -0.79 0.270
H -0.92 -0.37 3.02 0.269
C 0.12 0.80 -0.96 0.262
O -0.56 -0.76 1.03 -0.271

---

Run C
12
Properties=species:S:1:pos:R:3:nbo_charge:R:1 method="wB97M-V/def2-TZVPD" total_charge=+1 orbital_gap_ev="8.6 / 8.6"
H -0.56 1.84 -0.52 0.284
C 0.49 -0.23 0.01 0.590
H -2.69 0.95 0.15 0.476
H 2.11 -0.98 -0.99 0.319
H 2.57 0.40 -0.36 0.299
C -1.39 -0.42 -0.65 0.189
H -1.85 0.06 1.42 0.463
O -0.33 -1.28 -0.01 -0.386
C 1.89 -0.42 -0.02 -0.780
C -0.62 0.77 -0.30 -0.225
N -1.85 0.40 0.42 -0.553
H 2.23 -1.09 0.85 0.322

---

The least stable of them is run B.